# 1
The following is a quantum chemistry calculation of C40H65Cl51N3O5P as an isolated structure at a distorted geometry, from OMol25.

The geometry in XYZ format:
```
165
Properties=species:S:1:pos:R:3:lowdin_charge:R:1
C 1.428 0.129 11.726 -0.10
C 0.326 0.823 10.892 -0.27
C 0.426 0.498 9.400 -0.22
C -0.678 1.200 8.586 -0.23
C -1.326 0.273 7.540 -0.21
C -1.789 1.025 6.276 -0.20
C -1.558 0.231 4.993 -0.19
C -0.065 -0.049 4.731 -0.15
C 0.467 0.660 3.466 -0.42
N 0.073 2.066 3.680 0.01
N -0.216 -0.081 2.365 0.14
C 0.854 -0.737 1.647 -0.42
O 0.875 -1.805 1.227 0.21
C 1.957 0.343 1.646 -0.30
C 1.451 1.539 0.831 -0.37
N 1.176 1.201 -0.565 0.06
C 3.177 -0.181 0.865 -0.12
C 4.322 0.833 0.652 -0.19
C 4.389 1.455 -0.748 -0.19
C 5.623 2.404 -0.815 -0.17
C 5.227 3.850 -1.205 -0.25
C 5.654 4.276 -2.634 -0.17
C 4.466 4.622 -3.557 -0.18
C 4.288 6.126 -3.688 -0.24
O 3.769 6.583 -2.449 -0.18
C 4.389 7.735 -1.914 -0.12
C 2.031 0.566 3.178 -0.20
C 2.599 -0.535 4.082 -0.14
P 4.370 -0.909 3.942 0.42
O 4.677 -2.122 3.213 -0.27
O 5.196 0.363 3.471 -0.10
O 4.873 -1.171 5.458 -0.14
H 2.127 -0.364 11.055 0.06
H 0.972 -0.627 12.359 0.06
H 1.963 0.814 12.374 0.06
H -0.654 0.502 11.245 0.10
H 0.385 1.897 11.060 0.10
H 1.397 0.873 9.072 0.11
H 0.397 -0.586 9.298 0.11
H -1.446 1.533 9.290 -0.01
H -0.261 2.104 8.145 0.11
H -0.611 -0.501 7.261 0.10
H -2.173 -0.192 8.032 0.05
H -1.387 2.034 6.236 0.10
H -2.875 1.122 6.374 0.10
H -2.056 -0.729 5.114 0.10
H -2.012 0.752 4.154 0.06
H 0.136 -1.118 4.740 0.11
H 0.494 0.349 5.585 0.11
H -0.703 2.297 3.067 -0.01
H 0.824 2.676 3.376 -0.21
H -0.815 0.505 1.802 0.09
H 2.168 2.366 0.839 0.05
H 0.540 1.971 1.241 -0.12
H 1.066 0.209 -0.715 0.03
H 0.321 1.614 -0.889 -0.05
H 2.911 -0.561 -0.117 0.07
H 3.606 -1.042 1.377 0.09
H 4.281 1.660 1.363 0.09
H 5.284 0.355 0.834 0.11
H 4.483 0.717 -1.540 0.09
H 3.531 2.104 -0.874 0.08
H 6.347 2.049 -1.546 0.10
H 6.111 2.472 0.156 0.10
H 5.676 4.555 -0.513 -0.02
H 4.152 4.012 -1.134 0.08
H 6.216 5.207 -2.531 0.09
H 6.324 3.563 -3.108 0.10
H 3.528 4.193 -3.207 0.11
H 4.633 4.224 -4.560 0.11
H 3.589 6.351 -4.500 0.12
H 5.237 6.603 -3.932 0.11
H 5.092 7.494 -1.111 -0.02
H 3.599 8.335 -1.455 0.09
H 4.873 8.370 -2.657 0.09
H 2.596 1.493 3.273 0.04
H 2.474 -0.188 5.104 0.10
H 2.083 -1.484 3.988 0.11
H 6.084 0.015 3.293 0.10
H 4.882 -2.128 5.587 0.08
C -1.368 2.394 -3.349 -1.49
Cl -1.147 0.660 -3.098 0.52
Cl -2.923 2.716 -4.102 0.53
Cl -1.232 3.271 -1.811 0.55
H -0.582 2.739 -4.008 0.02
C -4.375 2.519 10.011 -1.51
Cl -4.160 0.792 9.736 0.56
Cl -2.813 3.337 10.108 0.58
Cl -5.369 3.231 8.737 0.53
H -4.887 2.652 10.955 0.01
C -4.437 -0.614 -6.639 -1.54
Cl -5.586 -1.647 -5.781 0.52
Cl -5.230 0.823 -7.285 0.54
Cl -3.125 -0.173 -5.545 0.47
H -4.029 -1.176 -7.471 0.00
C -1.351 -3.710 -4.990 -1.59
Cl -1.091 -5.432 -4.693 0.53
Cl -2.938 -3.450 -5.723 0.50
Cl -1.161 -2.788 -3.509 0.51
H -0.602 -3.365 -5.690 -0.07
C -5.749 -2.809 7.799 -1.58
Cl -6.510 -1.250 8.121 0.51
Cl -4.131 -2.584 7.125 0.54
Cl -5.683 -3.783 9.268 0.53
H -6.359 -3.334 7.072 -0.09
C 0.080 -4.481 -8.836 -1.52
Cl -0.912 -5.937 -8.673 0.54
Cl -0.796 -3.077 -8.223 0.57
Cl 1.612 -4.678 -7.993 0.52
H 0.285 -4.323 -9.888 0.01
C -1.141 -8.644 -11.377 -1.56
Cl -0.918 -7.908 -12.968 0.52
Cl -2.617 -9.608 -11.333 0.51
Cl 0.265 -9.613 -10.943 0.51
H -1.238 -7.848 -10.650 -0.05
C -9.728 -3.954 7.819 -1.53
Cl -10.038 -5.207 9.019 0.54
Cl -8.366 -4.407 6.786 0.58
Cl -11.166 -3.644 6.849 0.54
H -9.465 -3.042 8.340 0.01
C 3.559 -7.105 -10.875 -1.55
Cl 2.011 -7.019 -10.030 0.50
Cl 4.893 -7.170 -9.721 0.54
Cl 3.606 -8.495 -11.960 0.50
H 3.669 -6.207 -11.468 -0.04
C 0.545 4.129 2.497 -1.28
Cl 0.774 5.859 2.247 0.59
Cl -0.220 3.394 1.087 0.70
Cl 2.083 3.333 2.859 0.83
H -0.112 3.993 3.347 0.05
C -4.500 3.187 1.975 -1.52
Cl -5.690 2.870 0.711 0.54
Cl -3.141 2.069 1.852 0.57
Cl -3.924 4.853 1.893 0.50
H -4.977 3.037 2.934 0.02
C -6.200 -9.279 -9.007 -1.55
Cl -5.981 -11.018 -9.210 0.52
Cl -4.640 -8.455 -8.986 0.50
Cl -7.231 -8.627 -10.283 0.52
H -6.688 -9.107 -8.057 0.01
C -4.080 8.788 2.820 -1.55
Cl -5.275 8.469 1.562 0.52
Cl -2.727 7.661 2.695 0.49
Cl -3.513 10.456 2.733 0.53
H -4.553 8.642 3.782 0.01
C 3.865 -6.012 -15.597 -1.54
Cl 2.948 -4.956 -16.672 0.53
Cl 3.091 -6.117 -14.012 0.54
Cl 4.048 -7.617 -16.303 0.53
H 4.851 -5.586 -15.463 0.01
C 2.897 -2.886 -3.117 -1.51
Cl 2.487 -1.207 -2.785 0.58
Cl 1.706 -3.608 -4.191 0.53
Cl 4.516 -3.000 -3.810 0.54
H 2.889 -3.432 -2.183 0.02
C -9.051 -3.466 -6.335 -1.56
Cl -9.982 -2.389 -7.377 0.52
Cl -9.824 -3.630 -4.757 0.52
Cl -8.843 -5.045 -7.097 0.52
H -8.071 -3.030 -6.188 -0.04
C 5.654 6.348 1.825 -1.47
Cl 4.357 5.231 1.412 0.59
Cl 6.585 6.751 0.378 0.62
Cl 5.014 7.806 2.588 0.54
H 6.316 5.859 2.527 0.02
```

Calculated values
F_max ... 0.123 Eh/bohr
Highest occupied orbital energy ... -8.91 eV
Gap between HOMO and LUMO ... 8.974 eV
LUMO energy ... 0.065 eV

***

# 2
The following is a quantum chemistry calculation of C40H65F6N4O2P3SSr as an isolated structure at a distorted geometry, from OMol25.

The geometry in XYZ format:
```
122
Properties=species:S:1:pos:R:3:lowdin_charge:R:1
Sr 1.277 -0.525 -1.460 1.44
C 4.289 -1.976 -2.216 -0.20
C 4.483 -0.611 -2.920 -0.21
N 3.274 0.154 -3.251 -0.15
C 3.478 1.622 -3.480 -0.13
C 3.717 2.343 -2.142 -0.23
C 4.349 3.631 -2.018 0.02
C 4.510 4.207 -0.698 -0.03
C 4.122 3.441 0.363 -0.03
C 3.437 2.243 0.141 -0.24
C 2.742 1.563 1.364 -0.15
N 2.457 0.148 1.184 -0.09
C 3.595 -0.844 1.399 -0.17
C 4.378 -1.057 0.140 -0.21
N 3.663 -1.841 -0.900 -0.13
N 3.156 1.741 -1.059 0.11
H 3.686 -2.566 -2.935 0.12
H 5.241 -2.473 -2.157 0.11
H 5.135 0.021 -2.358 0.10
H 5.023 -0.913 -3.874 0.14
H 2.786 -0.210 -4.108 0.13
H 4.356 1.827 -4.107 0.12
H 2.538 1.948 -3.975 0.13
H 4.630 4.129 -2.930 0.10
H 4.892 5.203 -0.557 0.11
H 4.403 3.643 1.408 0.13
H 3.324 1.765 2.293 0.13
H 1.757 2.056 1.489 0.12
H 1.729 -0.099 1.809 0.09
H 4.296 -0.552 2.217 0.13
H 3.203 -1.766 1.879 0.13
H 4.545 -0.097 -0.233 0.07
H 5.370 -1.498 0.318 0.13
H 3.258 -2.720 -0.533 0.11
C -2.687 3.987 -3.042 -0.29
P -1.120 3.300 -3.681 0.84
C -0.074 4.739 -3.570 -0.30
C -1.276 3.110 -5.509 -0.39
C -1.357 4.268 -6.300 -0.07
C -1.370 4.116 -7.699 -0.10
C -1.405 2.902 -8.275 -0.10
C -1.265 1.756 -7.490 -0.09
C -1.144 1.869 -6.117 -0.43
P -0.915 0.423 -5.045 0.85
C -2.559 -0.369 -4.918 -0.26
C -0.173 -0.741 -6.252 -0.31
H -2.835 5.020 -3.306 0.02
H -2.549 3.997 -1.896 0.02
H -3.553 3.402 -3.358 0.03
H -0.561 5.529 -4.088 0.01
H 0.813 4.453 -4.156 0.04
H 0.268 5.073 -2.594 0.05
H -1.415 5.255 -5.839 0.10
H -1.265 5.007 -8.317 0.11
H -1.435 2.756 -9.342 0.10
H -1.161 0.744 -7.942 0.11
H -2.967 -0.280 -5.920 0.04
H -3.192 0.235 -4.260 0.04
H -2.470 -1.390 -4.549 0.02
H -0.948 -1.273 -6.797 0.04
H 0.377 -1.454 -5.627 0.00
H 0.565 -0.280 -6.902 0.04
O -0.766 0.890 -0.830 -0.24
H -1.258 1.410 -1.515 0.01
H -0.954 1.339 0.028 -0.01
C -1.663 -3.710 -2.197 0.03
C -0.250 -3.454 -2.729 -0.48
O 0.040 -2.083 -2.842 -0.38
C 0.786 -3.961 -1.729 -0.40
F 0.581 -5.218 -1.215 0.14
F 2.088 -3.836 -2.210 0.09
F 0.706 -3.095 -0.583 0.00
C -0.078 -4.174 -4.093 -0.55
F 1.066 -3.809 -4.657 0.15
F -0.123 -5.521 -4.064 0.15
F -1.107 -3.774 -4.894 0.12
H -1.745 -3.290 -1.207 0.10
H -1.867 -4.765 -2.189 0.09
H -2.355 -3.274 -2.883 0.08
S -1.023 3.899 0.689 0.45
C -1.675 4.217 2.207 -0.84
C -2.884 3.510 2.602 -0.15
C -3.483 3.734 3.829 -0.14
C -2.867 4.560 4.765 -0.14
C -1.629 5.185 4.467 -0.11
C -1.065 5.083 3.154 -0.15
H -3.329 2.848 1.843 0.08
H -4.414 3.272 4.105 0.09
H -3.384 4.784 5.690 0.08
H -1.131 5.776 5.245 0.09
H -0.233 5.702 2.814 0.08
C -2.532 -0.319 6.244 -0.11
C -1.401 -1.388 6.416 -0.64
C -0.059 -0.677 6.278 -0.15
P -1.501 -2.636 5.104 1.05
C -3.160 -3.559 5.282 -0.57
C -4.114 -3.117 4.178 -0.17
C -3.843 -3.490 6.626 -0.13
C -0.282 -3.968 5.919 -0.52
C 0.204 -4.969 4.832 -0.15
C -0.666 -4.700 7.232 -0.12
H -2.543 0.284 7.159 0.08
H -3.528 -0.814 6.010 0.06
H -2.364 0.232 5.323 0.07
H -1.474 -1.929 7.406 0.11
H 0.032 -0.137 5.345 0.06
H 0.809 -1.340 6.434 0.06
H -0.099 0.037 7.140 0.09
H -2.897 -4.635 4.962 0.12
H -4.546 -2.160 4.411 0.06
H -4.929 -3.863 4.077 0.08
H -3.637 -3.060 3.190 0.06
H -3.992 -2.486 7.045 0.07
H -3.449 -4.121 7.404 0.05
H -4.854 -3.889 6.451 0.08
H 0.525 -3.253 6.107 0.06
H -0.419 -5.867 4.757 0.07
H 1.169 -5.287 5.228 0.06
H 0.424 -4.517 3.826 0.07
H -1.325 -5.573 7.086 0.08
H -1.188 -4.032 7.902 0.04
H 0.233 -5.105 7.723 0.08
```

Calculated values
F_max ... 0.055 Eh/bohr
Highest occupied orbital energy ... -5.54 eV
Gap between HOMO and LUMO ... 5.470 eV
LUMO energy ... -0.065 eV

***

# 3
The following is a quantum chemistry calculation of a 8-piece molecular cluster, C40H65N8O5P2 overall at a distorted geometry, from OMol25.

The geometry in XYZ format:
```
120
Properties=species:S:1:pos:R:3:lowdin_charge:R:1
C 1.063 4.621 0.352 -0.05
C 0.464 3.724 -0.727 -0.26
O 0.296 2.405 -0.165 -0.22
P -0.103 1.170 -1.124 0.50
O 0.383 -0.075 -0.502 -0.27
C 0.568 1.387 -2.778 -0.20
C 2.084 1.228 -2.836 -0.25
C 2.592 -0.165 -2.376 -0.24
P 3.536 -0.076 -0.836 0.96
N 2.850 0.918 0.305 -0.03
C 5.185 0.530 -1.252 -0.23
C 5.831 1.443 -0.181 -0.20
C 5.497 2.909 -0.365 -0.25
O 6.155 3.379 -1.545 -0.07
C 3.656 -1.674 0.040 -0.27
O 2.352 -1.975 0.464 -0.27
C 2.281 -2.454 1.802 -0.08
O -1.683 1.149 -1.344 -0.20
C -2.539 1.637 -0.268 -0.23
C -2.440 0.824 1.006 -0.07
H 0.342 4.856 1.129 0.08
H 1.483 5.520 -0.096 0.09
H 1.901 4.087 0.810 0.07
H 1.143 3.715 -1.583 0.10
H -0.498 4.139 -1.033 0.13
H 0.053 0.699 -3.448 0.11
H 0.304 2.392 -3.125 0.10
H 2.599 2.054 -2.336 0.09
H 2.377 1.314 -3.882 0.11
H 3.275 -0.558 -3.134 0.11
H 1.777 -0.881 -2.276 0.08
H 2.492 1.788 -0.071 0.03
H 2.075 0.411 0.739 0.06
H 5.845 -0.327 -1.409 0.11
H 5.169 1.066 -2.205 0.07
H 6.912 1.327 -0.234 0.12
H 5.494 1.148 0.815 0.10
H 5.850 3.477 0.500 0.12
H 4.415 3.078 -0.429 0.10
H 5.584 4.032 -1.960 0.09
H 4.072 -2.455 -0.604 0.11
H 4.311 -1.476 0.897 0.11
H 1.238 -2.527 2.095 0.10
H 2.774 -3.429 1.870 0.08
H 2.796 -1.793 2.509 0.10
H -2.316 2.691 -0.097 0.11
H -3.551 1.593 -0.667 0.11
H -3.197 1.198 1.699 0.08
H -1.452 0.879 1.455 0.07
H -2.692 -0.218 0.801 0.08
N 0.600 -5.313 3.671 -0.01
C 1.396 -5.479 4.773 -0.15
C 0.589 -5.448 5.879 -0.11
C -0.745 -5.260 5.426 -0.11
C -0.706 -5.182 4.060 -0.14
H 0.922 -5.298 2.721 0.13
H 2.461 -5.607 4.677 0.10
H 0.917 -5.552 6.900 0.09
H -1.631 -5.193 6.035 0.09
H -1.492 -5.048 3.336 0.10
N -5.178 -1.526 2.703 -0.01
C -4.355 -1.677 3.789 -0.15
C -5.123 -1.548 4.915 -0.11
C -6.461 -1.312 4.493 -0.10
C -6.462 -1.305 3.126 -0.15
H -4.886 -1.573 1.746 0.13
H -3.301 -1.862 3.668 0.10
H -4.766 -1.617 5.929 0.09
H -7.321 -1.163 5.123 0.09
H -7.261 -1.162 2.418 0.11
N 3.807 -6.801 -1.442 0.01
C 3.715 -5.859 -0.458 -0.13
C 2.610 -5.087 -0.719 -0.11
C 2.015 -5.592 -1.906 -0.09
C 2.777 -6.648 -2.327 -0.12
H 4.521 -7.504 -1.504 0.15
H 4.435 -5.821 0.342 0.11
H 2.265 -4.261 -0.123 0.06
H 1.123 -5.224 -2.387 0.06
H 2.670 -7.305 -3.173 0.11
N 6.130 2.083 -6.597 0.01
C 7.031 1.820 -5.602 -0.12
C 6.442 2.133 -4.407 -0.12
C 5.131 2.604 -4.699 -0.13
C 4.970 2.560 -6.060 -0.13
H 6.299 1.953 -7.578 0.15
H 8.011 1.438 -5.829 0.11
H 6.897 2.047 -3.437 0.08
H 4.392 2.945 -3.993 0.07
H 4.137 2.831 -6.687 0.11
N -6.392 1.469 0.487 -0.01
C -6.424 2.443 1.448 -0.14
C -7.440 3.304 1.138 -0.10
C -8.051 2.826 -0.056 -0.11
C -7.383 1.693 -0.433 -0.14
H -5.743 0.706 0.465 0.12
H -5.723 2.440 2.266 0.09
H -7.716 4.177 1.705 0.09
H -8.885 3.266 -0.576 0.09
H -7.527 1.031 -1.271 0.10
N -0.700 -3.878 -3.674 0.00
C -0.679 -2.881 -2.735 -0.14
C -1.769 -2.080 -2.958 -0.11
C -2.473 -2.615 -4.070 -0.10
C -1.789 -3.725 -4.488 -0.13
H -0.021 -4.612 -3.755 0.11
H 0.097 -2.823 -1.990 0.10
H -2.031 -1.205 -2.385 0.07
H -3.377 -2.231 -4.511 0.09
H -1.984 -4.416 -5.290 0.11
N -4.775 6.485 3.569 0.01
C -5.907 6.006 4.170 -0.14
C -5.694 4.690 4.480 -0.11
C -4.379 4.363 4.051 -0.13
C -3.838 5.492 3.493 -0.15
H -4.653 7.423 3.235 0.14
H -6.763 6.640 4.326 0.11
H -6.400 4.034 4.961 0.10
H -3.888 3.408 4.143 0.09
H -2.872 5.673 3.054 0.10
```

Calculated values
Net charge ... +1
F_max ... 0.031 Eh/bohr
Highest occupied orbital energy ... -9.59 eV
Gap between HOMO and LUMO ... 7.589 eV
LUMO energy ... -2.000 eV